<one>
This record from the OMol25 dataset describes a 2-piece molecular cluster, C4H11N3O2 overall. The level of theory is ωB97M-V/def2-TZVPD.

2S+1   2
Charge   +1
Orbital gap (alpha / beta)   0.347 / 0.186 Ha

```
20
C4H11N3O2 ωB97M-V/def2-TZVPD
C 0.22 2.21 -0.53
C -0.99 1.51 1.47
N -1.03 2.61 2.22
N 0.10 1.30 0.64
N -1.93 0.67 1.39
H -1.80 3.20 2.51
H -0.16 2.88 2.67
H 0.99 1.15 1.12
H -1.92 -0.24 0.94
H -0.05 -1.16 0.10
H 1.26 2.19 -0.81
H 0.00 3.20 -0.14
H -0.28 1.81 -1.41
C 0.73 -3.62 -1.81
C 0.98 -2.36 -1.02
O 2.06 -1.94 -0.70
O -0.16 -1.73 -0.66
H -0.13 -3.47 -2.45
H 0.50 -4.42 -1.12
H 1.62 -3.81 -2.41
```

natural (NBO) atomic charge list, values in e, 4 entries: number 1, C, carries -0.4322; number 2, C, carries 0.5776; number 3, N, carries -0.7592; number 4, N, carries -0.5036

<two>
This record from the OMol25 dataset describes a 2-piece molecular cluster, C4H11N3O2 overall. The level of theory is ωB97M-V/def2-TZVPD.

2S+1   2
Charge   +1
Orbital gap (alpha / beta)   0.374 / 0.181 Ha

```
20
C4H11N3O2 ωB97M-V/def2-TZVPD
C 2.55 -1.36 -2.15
C 1.09 -0.37 -0.44
N 0.06 -1.19 -0.67
N 2.39 -0.94 -0.75
N 1.13 0.81 -0.01
H -0.80 -0.91 -0.16
H 0.01 -1.94 -1.30
H 2.83 -1.66 -0.14
H 1.88 1.42 0.24
H -0.59 1.16 0.25
H 2.96 -0.58 -2.78
H 1.83 -2.07 -2.57
H 3.34 -2.14 -2.15
C -3.14 1.77 2.17
C -2.27 0.87 1.29
O -2.18 -0.34 1.28
O -1.35 1.59 0.65
H -2.41 2.50 2.56
H -3.36 1.05 2.95
H -3.96 2.33 1.72
```

natural (NBO) atomic charge list, values in e, 4 entries: number 1, C, carries -0.4972; number 2, C, carries 0.5822; number 3, N, carries -0.7733; number 4, N, carries -0.3033

The most stable of them is <one>.

<one>
This record from the OMol25 dataset describes one molecule with the formula CH4ClNOP2. The level of theory is ωB97M-V/def2-TZVPD.

SMILES   C/P=[N+](/[O-])PCl
Orbital gap (alpha / beta)   0.227 / 0.244 Ha

```
10
CH4ClNOP2 ωB97M-V/def2-TZVPD
C 1.72 0.18 0.45
N -0.47 -1.01 -0.14
O -1.32 -1.92 -0.25
P -1.42 0.97 -0.17
P 1.14 -1.50 -0.08
Cl -3.51 1.44 -0.20
H 2.70 -0.02 0.87
H 1.12 0.47 1.38
H 1.65 0.95 -0.34
H -1.60 0.44 -1.53
```

natural (NBO) atomic charge list, values in e, 4 entries: number 1, C, carries -0.9905; number 2, N, carries -0.3631; number 3, O, carries -0.4386; number 4, P, carries 0.6708

<two>
This record from the OMol25 dataset describes one molecule with the formula CH4ClNOP2. The level of theory is ωB97M-V/def2-TZVPD.

SMILES   CP(Cl)#[PH]N=O
Orbital gap (alpha / beta)   0.300 / 0.300 Ha

```
10
CH4ClNOP2 ωB97M-V/def2-TZVPD
C 1.68 -0.57 0.05
N -2.59 0.63 0.07
O -3.20 1.66 -0.30
P -0.95 0.85 0.47
P 0.02 -0.70 -0.77
Cl -0.57 -2.20 0.40
H 2.06 -1.53 -0.19
H 1.67 -0.21 1.05
H 2.35 0.15 -0.41
H -0.47 1.91 -0.37
```

natural (NBO) atomic charge list, values in e, 4 entries: number 1, C, carries -0.9476; number 2, N, carries -0.1617; number 3, O, carries -0.2868; number 4, P, carries 0.4152

The most stable of them is <two>.

<one>
This record from the OMol25 dataset describes C4H4Cl12 as an isolated structure. The level of theory is ωB97M-V/def2-TZVPD.

Orbital gap   0.333 Ha

```
20
C4H4Cl12 ωB97M-V/def2-TZVPD
C 15.95 -21.20 -0.03
Cl 16.02 -22.52 -1.21
Cl 16.54 -21.55 1.64
Cl 14.28 -20.47 0.03
H 16.47 -20.38 -0.52
C 17.50 -18.15 -0.84
Cl 16.50 -18.07 -2.32
Cl 19.12 -18.54 -1.32
Cl 16.92 -19.21 0.44
H 17.52 -17.16 -0.39
C 18.63 -15.15 -2.79
Cl 19.97 -14.39 -1.92
Cl 17.42 -13.87 -3.14
Cl 17.97 -16.46 -1.72
H 19.03 -15.52 -3.73
C 16.15 -16.45 2.05
Cl 16.18 -16.98 0.32
Cl 16.80 -17.74 3.10
Cl 14.50 -16.05 2.68
H 16.79 -15.56 2.08
```

natural (NBO) atomic charge list, values in e, 4 entries: number 1, C, carries -0.2766; number 2, Cl, carries 0.0119; number 3, Cl, carries 0.0376; number 4, Cl, carries -0.0322

<two>
This record from the OMol25 dataset describes a 4-piece molecular cluster, C4H4Cl12 overall. The level of theory is ωB97M-V/def2-TZVPD.

SMILES   ClC(Cl)Cl.ClC(Cl)Cl.ClC(Cl)Cl.ClC(Cl)Cl
Orbital gap   0.417 Ha

```
20
C4H4Cl12 ωB97M-V/def2-TZVPD
C -7.01 14.53 7.83
Cl -7.51 16.26 7.71
Cl -7.84 13.78 9.20
Cl -5.29 14.39 7.91
H -7.40 14.06 6.93
C -7.47 10.82 3.73
Cl -8.78 11.46 2.69
Cl -7.79 9.13 4.12
Cl -7.35 11.75 5.22
H -6.58 10.91 3.13
C -9.32 19.59 8.42
Cl -9.82 19.45 10.10
Cl -7.82 20.47 8.29
Cl -10.60 20.38 7.44
H -9.20 18.59 8.02
C -6.57 17.73 10.98
Cl -7.06 16.26 11.82
Cl -4.91 17.58 10.42
Cl -6.80 19.14 12.03
H -7.22 17.86 10.12
```

natural (NBO) atomic charge list, values in e, 4 entries: number 1, C, carries -0.2769; number 2, Cl, carries -0.0324; number 3, Cl, carries 0.0280; number 4, Cl, carries 0.0560

The most stable of them is <two>.

<one>
This record from the OMol25 dataset describes an isolated ion of composition C2N3O and charge -1. The level of theory is ωB97M-V/def2-TZVPD.

Charge   -1
Orbital gap   0.257 Ha

```
6
C2N3O ωB97M-V/def2-TZVPD
C 0.99 1.52 0.14
C 0.13 0.52 0.35
N 1.43 2.64 0.22
N -0.33 -0.55 -0.03
N -0.59 -1.75 -0.16
O -1.63 -2.38 -0.52
```

natural (NBO) atomic charge list, values in e, 4 entries: number 1, C, carries 0.1532; number 2, C, carries -0.1318; number 3, N, carries -0.4596; number 4, N, carries -0.0904

<two>
This record from the OMol25 dataset describes an isolated ion of composition C2N3O and charge -1. The level of theory is ωB97M-V/def2-TZVPD.

Charge   -1
Orbital gap   0.249 Ha

```
6
C2N3O ωB97M-V/def2-TZVPD
C 1.84 0.04 -0.01
C 0.54 -0.23 0.10
N 3.01 0.15 0.01
N -0.66 0.03 0.02
N -1.82 -0.21 -0.31
O -2.91 0.22 0.18
```

natural (NBO) atomic charge list, values in e, 4 entries: number 1, C, carries 0.1629; number 2, C, carries -0.1052; number 3, N, carries -0.4698; number 4, N, carries -0.0939

The most stable of them is <two>.

<one>
This record from the OMol25 dataset describes a 2-piece molecular cluster, C5H7FO overall. The level of theory is ωB97M-V/def2-TZVPD.

Orbital gap   0.253 Ha

```
14
C5H7FO ωB97M-V/def2-TZVPD
C -1.65 0.97 0.65
C -0.20 0.43 0.57
C -0.09 -1.01 -0.29
C -0.70 0.18 -0.75
C 1.35 -1.11 -0.63
O -1.98 0.59 -0.67
F 2.24 1.63 0.40
H -2.41 0.47 1.38
H -1.83 2.09 0.86
H 0.78 0.99 0.74
H -0.75 -1.84 -0.03
H 1.80 -1.97 -0.12
H 1.97 -0.22 -0.38
H 1.47 -1.18 -1.72
```

natural (NBO) atomic charge list, values in e, 4 entries: number 1, C, carries -0.0994; number 2, C, carries -0.2480; number 3, C, carries -0.1236; number 4, C, carries 0.4734

<two>
This record from the OMol25 dataset describes one molecule with the formula C5H7FO. The level of theory is ωB97M-V/def2-TZVPD.

SMILES   C[C@@H]1OC=C[C@H]1F
Orbital gap   0.373 Ha

```
14
C5H7FO ωB97M-V/def2-TZVPD
C -1.33 -0.94 0.61
C -1.25 0.21 1.28
C -0.47 -0.88 -0.60
C 0.20 0.66 -0.40
C 1.71 0.60 -0.27
O -0.42 1.15 0.77
F -1.17 -0.92 -1.78
H -1.93 -1.78 0.86
H -1.76 0.50 2.18
H 0.31 -1.64 -0.68
H -0.12 1.27 -1.26
H 1.98 -0.01 0.59
H 2.11 1.60 -0.12
H 2.14 0.17 -1.17
```

natural (NBO) atomic charge list, values in e, 4 entries: number 1, C, carries -0.3884; number 2, C, carries 0.1850; number 3, C, carries 0.1735; number 4, C, carries 0.0749

The most stable of them is <two>.